Entry 1:
Entry from the OMol25 dataset: 2 unconnected molecules or ions with the total composition C4H8O2 (wB97M-V/def2-TZVPD).

```
! wB97M-V def2-TZVPD RIJCOSX def2/J DEFGRID3
* xyz 0 1
O -0.503 0.886 -1.636
O 1.252 -0.362 1.178
C 0.079 1.615 1.624
C 0.111 0.295 1.526
C -0.791 -0.422 -1.492
C 0.067 -1.437 -1.379
H 0.998 -1.252 0.914
H 1.142 -1.277 -1.381
H -1.864 -0.548 -1.517
H 0.949 2.218 1.388
H -0.301 -2.454 -1.330
H 0.456 0.986 -1.593
H -0.824 2.106 1.945
H -0.755 -0.335 1.742
*
```

Strongest force on any atom: 0.00783 Eh/bohr
Orbital gap: 9.82 eV
E_HOMO: -8.89 eV
LUMO energy: 0.9 eV
SMILES: C=CO.C=CO
Energy above the lowest of the compared OMol25 structures with the same formula, charge and spin: 55.6 kcal per mole

---

Entry 2:
Entry from the OMol25 dataset: C4H8O2 in the gas phase (wB97M-V/def2-TZVPD).

```
! wB97M-V def2-TZVPD RIJCOSX def2/J DEFGRID3
* xyz 0 1
O -1.535 -1.718 -0.491
O 0.570 1.122 -0.313
C 1.072 -1.259 0.302
C 0.364 -0.252 -0.604
C -1.105 -0.616 -0.736
C -0.348 1.736 0.572
H 0.115 2.644 0.971
H 0.633 -1.321 1.304
H -0.601 1.082 1.417
H -1.271 2.044 0.059
H 0.785 -0.368 -1.614
H 0.951 -2.252 -0.142
H 2.140 -1.037 0.375
H -1.768 0.193 -1.101
*
```

Strongest force on any atom: 0.01105 Eh/bohr
Orbital gap: 10.60 eV
E_HOMO: -9.74 eV
LUMO energy: 0.9 eV
SMILES: CO[C@@H](C)C=O
Energy above the lowest of the compared OMol25 structures with the same formula, charge and spin: 40.3 kcal per mole

---

Entry 3:
Entry from the OMol25 dataset: a molecular structure, C4H8O2 (wB97M-V/def2-TZVPD).

```
! wB97M-V def2-TZVPD RIJCOSX def2/J DEFGRID3
* xyz 0 1
O -0.477 -1.332 -0.029
O 0.632 1.671 -1.097
C -0.358 -1.253 1.374
C -0.580 1.297 -0.409
C 1.169 0.349 -0.865
C -0.246 -0.177 -0.762
H -1.359 -1.389 1.793
H 1.802 -0.079 -1.645
H -0.505 1.549 0.661
H -0.644 -0.369 -1.762
H 0.302 -2.047 1.750
H 1.695 0.310 0.101
H 0.046 -0.292 1.717
H -1.479 1.764 -0.828
*
```

Strongest force on any atom: 0.00843 Eh/bohr
Orbital gap: 10.72 eV
E_HOMO: -9.73 eV
LUMO energy: 1.0 eV
Energy above the lowest of the compared OMol25 structures with the same formula, charge and spin: 63.4 kcal per mole

---

Entry 4:
Entry from the OMol25 dataset: C4H8O2 in the gas phase (wB97M-V/def2-TZVPD).

```
! wB97M-V def2-TZVPD RIJCOSX def2/J DEFGRID3
* xyz 0 1
O 0.226 -0.766 -0.774
O 1.490 0.395 0.597
C -1.101 0.704 0.611
C -2.194 -0.120 -0.104
C 0.273 0.061 0.110
C 2.574 -0.298 -0.102
H 2.268 -1.298 -0.415
H -2.841 -0.700 0.560
H -1.613 -0.821 -0.694
H 2.860 0.257 -1.003
H -1.242 0.701 1.703
H 3.429 -0.365 0.573
H -2.807 0.446 -0.811
H -1.169 1.765 0.322
*
```

Strongest force on any atom: 0.01435 Eh/bohr
Orbital gap: 11.31 eV
E_HOMO: -10.30 eV
LUMO energy: 1.0 eV
SMILES: CCC(=O)OC
Energy above the lowest of the compared OMol25 structures with the same formula, charge and spin: 26.4 kcal per mole

---

Entry 5:
Entry from the OMol25 dataset: 2 unconnected molecules or ions with the total composition C4H8O2 at a distorted geometry (wB97M-V/def2-TZVPD).

```
! wB97M-V def2-TZVPD RIJCOSX def2/J DEFGRID3
* xyz 0 1
O 0.609 -1.693 -0.606
O -1.781 -1.322 0.504
C -1.443 0.888 -0.327
C 1.816 0.280 0.152
C -1.224 -0.078 0.624
C 0.714 -0.458 -0.568
H -1.276 1.932 -0.088
H 0.297 0.185 -1.438
H 2.769 0.107 -0.351
H -0.812 0.140 1.602
H 1.611 1.352 0.160
H -2.118 0.687 -1.152
H -1.030 -1.934 0.307
H 1.870 -0.087 1.179
*
```

Strongest force on any atom: 0.07690 Eh/bohr
Orbital gap: 9.73 eV
E_HOMO: -9.28 eV
LUMO energy: 0.5 eV
SMILES: C=CO.CC=O
Energy above the lowest of the compared OMol25 structures with the same formula, charge and spin: 68.6 kcal per mole

---

Entry 6:
Entry from the OMol25 dataset: C4H8O2 in the gas phase (wB97M-V/def2-TZVPD).

```
! wB97M-V def2-TZVPD RIJCOSX def2/J DEFGRID3
* xyz 0 1
O -1.087 0.435 0.941
O 0.323 1.128 -0.651
C 0.206 -1.237 -0.204
C -1.422 1.820 1.103
C -0.164 0.223 -0.012
C 1.507 -1.342 -1.010
H -1.952 1.904 2.052
H 1.323 -1.598 -2.057
H -2.060 2.153 0.279
H -0.628 -1.728 -0.723
H 0.275 -1.731 0.770
H 2.005 -0.371 -1.005
H 2.190 -2.084 -0.591
H -0.516 2.429 1.107
*
```

Strongest force on any atom: 0.00794 Eh/bohr
Orbital gap: 11.45 eV
E_HOMO: -10.48 eV
LUMO energy: 1.0 eV
SMILES: CCC(=O)OC
Energy above the lowest of the compared OMol25 structures with the same formula, charge and spin: 11.1 kcal per mole

---

Entry 7:
Entry from the OMol25 dataset: C4H8O2 in the gas phase (wB97M-V/def2-TZVPD).

```
! wB97M-V def2-TZVPD RIJCOSX def2/J DEFGRID3
* xyz 0 1
O -1.071 -0.378 0.474
O -0.953 1.034 -1.275
C -1.599 -0.112 -0.804
C 1.136 -0.668 1.312
C 0.397 0.714 -0.959
C 0.216 0.246 0.510
H 2.191 -0.380 1.278
H 1.007 1.614 -1.060
H 0.740 -0.030 -1.693
H 0.128 1.192 1.060
H -1.363 -0.952 -1.483
H 0.812 -0.605 2.358
H 1.036 -1.718 1.024
H -2.677 0.043 -0.740
*
```

Strongest force on any atom: 0.01015 Eh/bohr
Orbital gap: 10.84 eV
E_HOMO: -9.78 eV
LUMO energy: 1.1 eV
SMILES: C[C@H]1COCO1
Energy above the lowest of the compared OMol25 structures with the same formula, charge and spin: 35.7 kcal per mole

---

Entry 8:
Entry from the OMol25 dataset: C4H8O2 in the gas phase (wB97M-V/def2-TZVPD).

```
! wB97M-V def2-TZVPD RIJCOSX def2/J DEFGRID3
* xyz 0 1
O -2.252 2.076 0.224
O 0.306 -1.625 0.783
C 1.355 -0.200 -0.894
C -1.844 0.966 0.467
C -0.399 0.633 0.724
C 0.091 -0.552 -0.122
H -0.691 -0.836 -0.849
H 0.630 -2.384 0.282
H 0.194 1.536 0.559
H -0.301 0.342 1.778
H 1.689 -1.038 -1.517
H 2.155 0.057 -0.193
H 1.179 0.655 -1.555
H -2.539 0.099 0.510
*
```

Strongest force on any atom: 0.00896 Eh/bohr
Orbital gap: 10.68 eV
E_HOMO: -9.87 eV
LUMO energy: 0.8 eV
SMILES: C[C@@H](O)CC=O
Energy above the lowest of the compared OMol25 structures with the same formula, charge and spin: 26.5 kcal per mole

---

Entry 9:
Entry from the OMol25 dataset: C4H8O2 in the gas phase (wB97M-V/def2-TZVPD).

```
! wB97M-V def2-TZVPD RIJCOSX def2/J DEFGRID3
* xyz 0 1
O -2.305 0.880 -0.179
O 0.375 1.581 -0.201
C 2.112 -0.021 -0.258
C -1.691 -0.144 0.561
C 0.660 0.395 -0.193
C -0.419 -0.667 -0.111
H -0.660 -0.975 -1.139
H -1.441 0.182 1.585
H 2.264 -1.093 -0.124
H -0.033 -1.557 0.401
H -2.416 -0.959 0.648
H -1.622 1.564 -0.277
H 2.516 0.285 -1.225
H 2.659 0.529 0.513
*
```

Strongest force on any atom: 0.00817 Eh/bohr
Orbital gap: 10.79 eV
E_HOMO: -9.93 eV
LUMO energy: 0.9 eV
SMILES: CC(=O)CCO
Energy above the lowest of the compared OMol25 structures with the same formula, charge and spin: 18.4 kcal per mole

---

Entry 10:
Entry from the OMol25 dataset: C4H8O2 in the gas phase (wB97M-V/def2-TZVPD).

```
! wB97M-V def2-TZVPD RIJCOSX def2/J DEFGRID3
* xyz 0 1
O 0.607 -0.516 0.662
O 0.319 0.147 -0.574
C -0.731 -0.560 -1.203
C -2.032 -0.603 -0.417
C 2.202 1.274 0.834
C 1.487 0.276 1.341
H 2.166 1.515 -0.220
H -0.393 -1.566 -1.482
H -1.953 -1.248 0.461
H -2.825 -0.997 -1.063
H 1.501 -0.027 2.385
H 2.825 1.877 1.482
H -0.852 0.029 -2.119
H -2.320 0.400 -0.088
*
```

Strongest force on any atom: 0.00478 Eh/bohr
Orbital gap: 10.02 eV
E_HOMO: -8.91 eV
LUMO energy: 1.1 eV
SMILES: C=COOCC
Energy above the lowest of the compared OMol25 structures with the same formula, charge and spin: 98.5 kcal per mole

---

Entry 11:
Entry from the OMol25 dataset: 2 unconnected molecules or ions with the total composition C4H8O2 (wB97M-V/def2-TZVPD).

```
! wB97M-V def2-TZVPD RIJCOSX def2/J DEFGRID3
* xyz 0 1
O -1.743 0.270 1.710
O 1.242 -1.868 0.235
C 1.146 0.522 0.038
C 1.769 -0.779 0.356
C -0.896 -0.341 -1.240
C -0.005 0.695 -0.634
H -1.941 -0.108 -1.016
H -0.773 -0.305 -2.329
H -0.320 1.725 -0.804
H 1.701 1.402 0.360
H -0.966 -0.297 1.620
H 2.807 -0.714 0.746
H -1.360 1.144 1.849
H -0.662 -1.346 -0.892
*
```

Strongest force on any atom: 0.00908 Eh/bohr
Orbital gap: 10.02 eV
E_HOMO: -9.95 eV
LUMO energy: 0.1 eV
SMILES: C/C=C\C=O.O
Energy above the lowest of the compared OMol25 structures with the same formula, charge and spin: 37.6 kcal per mole

---

Entry 12:
Entry from the OMol25 dataset: a molecular structure, C4H8O2 (wB97M-V/def2-TZVPD).

```
! wB97M-V def2-TZVPD RIJCOSX def2/J DEFGRID3
* xyz 0 1
O -0.783 0.432 0.968
O 0.028 -0.059 -1.057
C 1.743 -0.176 1.170
C 1.823 -0.236 -0.228
C -2.343 0.157 -0.804
C -0.931 0.167 -0.269
H 1.809 -1.114 1.719
H 0.441 0.185 1.184
H 2.200 0.681 1.664
H 1.904 -1.182 -0.753
H 2.169 0.625 -0.790
H -3.038 -0.105 -0.003
H -2.429 -0.538 -1.641
H -2.593 1.163 -1.159
*
```

Strongest force on any atom: 0.00770 Eh/bohr
Orbital gap: 9.84 eV
E_HOMO: -8.84 eV
LUMO energy: 1.0 eV
Energy above the lowest of the compared OMol25 structures with the same formula, charge and spin: 57.9 kcal per mole

---

Entry 13:
Entry from the OMol25 dataset: a molecular structure, C4H8O2 (wB97M-V/def2-TZVPD).

```
! wB97M-V def2-TZVPD RIJCOSX def2/J DEFGRID3
* xyz 0 1
O 1.959 1.317 -0.298
O -1.742 -0.510 -0.840
C 1.161 0.417 -0.386
C -0.182 0.416 0.295
C -1.232 0.825 -0.761
C -0.959 -0.910 0.293
H -1.585 -1.055 1.183
H 1.341 -0.452 -1.058
H -0.154 0.989 1.225
H 2.561 -0.626 1.239
H -0.385 -1.828 0.101
H -0.818 1.171 -1.718
H 2.099 -1.196 1.343
H -1.975 1.550 -0.405
*
```

Strongest force on any atom: 0.00869 Eh/bohr
Orbital gap: 10.77 eV
E_HOMO: -9.85 eV
LUMO energy: 0.9 eV
Energy above the lowest of the compared OMol25 structures with the same formula, charge and spin: 76.1 kcal per mole

---

Entry 14:
Entry from the OMol25 dataset: 2 unconnected molecules or ions with the total composition C4H8O2 at a distorted geometry (wB97M-V/def2-TZVPD).

```
! wB97M-V def2-TZVPD RIJCOSX def2/J DEFGRID3
* xyz 1 2
O -1.688 -0.259 -0.949
O 2.253 0.301 -0.171
C 2.362 -0.746 0.579
C 1.625 -1.928 0.411
C -2.334 0.882 -0.540
C -1.687 1.821 0.118
H -1.767 -0.430 -1.892
H 3.202 -0.803 1.270
H -0.601 1.754 0.155
H 0.954 -2.140 -0.411
H -2.133 2.654 0.628
H 1.782 -2.706 1.150
H -3.414 0.802 -0.449
H 1.446 0.797 0.100
*
```

Strongest force on any atom: 0.02806 Eh/bohr
Orbital gap (spin up / spin down): 7.43 / 3.80 eV
E_HOMO (spin up / spin down): -12.97 / -12.97 eV
LUMO energy (spin up / spin down): -5.5 / -9.2 eV
Energy above the lowest of the compared OMol25 structures with the same formula, charge and spin: 52.8 kcal per mole

---

Entry 15:
Entry from the OMol25 dataset: a molecular structure, C4H8O2P at a distorted geometry (wB97M-V/def2-TZVPD).

```
! wB97M-V def2-TZVPD RIJCOSX def2/J DEFGRID3
* xyz -1 1
P 0.348 0.255 1.155
O 2.700 -1.586 1.668
O 3.226 0.588 1.420
C -0.064 -0.808 -1.449
C -0.773 -0.330 -0.172
C 2.613 -0.410 1.473
C -1.911 0.688 -0.599
H 0.713 1.569 1.773
H -0.423 -1.877 -1.787
H 1.005 -0.972 -1.146
H -2.200 1.270 0.280
H -0.137 -0.198 -2.249
H -2.769 0.198 -1.058
H -0.707 0.173 2.120
H -1.622 1.439 -1.429
*
```

Strongest force on any atom: 0.10601 Eh/bohr
Orbital gap: 6.63 eV
E_HOMO: -2.62 eV
LUMO energy: 4.0 eV
Energy above the lowest of the compared OMol25 structures with the same formula, charge and spin: 90.7 kcal per mole

---

Entry 16:
Entry from the OMol25 dataset: C4H8O2S in the gas phase at a distorted geometry (wB97M-V/def2-TZVPD).

```
! wB97M-V def2-TZVPD RIJCOSX def2/J DEFGRID3
* xyz 0 1
S -1.706 2.362 0.918
O 0.234 -2.156 0.518
O 1.536 -2.619 -1.277
C 1.171 -1.794 -0.493
C -0.600 0.960 0.660
C 1.269 -0.315 -0.688
C -0.015 0.752 -0.785
H -0.876 -0.043 0.954
H 0.256 1.643 -1.395
H 1.728 -0.137 -1.662
H 0.215 -3.118 0.351
H -0.782 0.280 -1.369
H -0.618 3.047 0.462
H 0.321 1.068 1.270
H 1.954 0.115 0.048
*
```

Strongest force on any atom: 0.07135 Eh/bohr
Orbital gap: 9.90 eV
E_HOMO: -9.21 eV
LUMO energy: 0.7 eV
SMILES: O=C(O)CCCS
Energy above the lowest of the compared OMol25 structures with the same formula, charge and spin: 26.7 kcal per mole

---

Entry 17:
Entry from the OMol25 dataset: C4H8O2Si in the gas phase at a distorted geometry (wB97M-V/def2-TZVPD).

```
! wB97M-V def2-TZVPD RIJCOSX def2/J DEFGRID3
* xyz 0 1
Si -0.125 -0.114 -0.722
O 0.965 0.229 0.479
O -0.272 -1.778 -0.862
C -2.753 1.941 -0.243
C -0.023 -2.705 0.125
C 1.521 1.465 0.722
C -1.857 1.224 -0.571
H 1.760 1.931 -0.328
H 0.918 -2.343 0.709
H -3.437 2.727 -0.108
H 2.499 1.632 1.156
H 0.880 2.066 1.376
H -0.841 -2.837 0.756
H 0.250 -3.615 -0.377
H 0.514 0.176 -2.112
*
```

Strongest force on any atom: 0.10064 Eh/bohr
Orbital gap: 11.30 eV
E_HOMO: -10.40 eV
LUMO energy: 0.9 eV
SMILES: C#C[SiH](OC)OC
Energy above the lowest of the compared OMol25 structures with the same formula, charge and spin: 42.1 kcal per mole

---

Entry 18:
Entry from the OMol25 dataset: 2 unconnected molecules or ions with the total composition C4H8O3 at a distorted geometry (wB97M-V/def2-TZVPD).

```
! wB97M-V def2-TZVPD RIJCOSX def2/J DEFGRID3
* xyz 0 1
O -2.437 1.081 -1.577
O 1.146 -0.588 -1.397
O -0.508 1.922 0.015
C 0.704 -0.175 -0.111
C 0.276 -1.405 0.666
C -0.449 0.776 -0.360
C -1.550 0.312 -1.312
H 1.488 0.372 0.426
H 0.507 1.520 2.676
H 1.134 -2.069 0.783
H -1.500 -0.679 -1.778
H 1.501 0.193 -1.844
H 0.298 1.811 2.023
H -0.512 -1.952 0.136
H -0.099 -1.120 1.654
*
```

Strongest force on any atom: 0.01985 Eh/bohr
Orbital gap: 9.16 eV
E_HOMO: -9.78 eV
LUMO energy: -0.6 eV
SMILES: C[C@@H](O)C(=O)C=O.[H][H]
Energy above the lowest of the compared OMol25 structures with the same formula, charge and spin: 67.9 kcal per mole

---

Entry 19:
Entry from the OMol25 dataset: C4H8O3 in the gas phase (wB97M-V/def2-TZVPD).

```
! wB97M-V def2-TZVPD RIJCOSX def2/J DEFGRID3
* xyz 0 1
O 1.304 -0.111 -1.120
O -1.593 1.638 -0.172
O 2.809 -1.002 0.875
C 1.712 -0.599 1.183
C -1.576 0.310 -0.673
C 0.767 0.006 0.169
C -0.664 -0.540 0.214
H -1.463 2.255 -0.900
H 0.677 1.073 0.448
H 1.370 -0.629 2.235
H 2.194 -0.483 -0.999
H -1.208 0.277 -1.704
H -2.595 -0.104 -0.666
H -0.678 -1.582 -0.130
H -1.054 -0.509 1.240
*
```

Strongest force on any atom: 0.00818 Eh/bohr
Orbital gap: 11.16 eV
E_HOMO: -10.36 eV
LUMO energy: 0.8 eV
SMILES: O=C[C@@H](O)CCO
Energy above the lowest of the compared OMol25 structures with the same formula, charge and spin: 34.4 kcal per mole

---

Entry 20:
Entry from the OMol25 dataset: C4H8O3 in the gas phase (wB97M-V/def2-TZVPD).

```
! wB97M-V def2-TZVPD RIJCOSX def2/J DEFGRID3
* xyz 0 1
O 0.668 0.407 -1.180
O -1.821 1.375 -0.848
O 1.972 -1.111 0.853
C -0.038 -0.043 -0.018
C 0.032 -0.881 -1.208
C 0.888 -0.271 1.160
C -1.320 0.722 0.289
H 0.343 -0.732 1.991
H -1.049 1.739 -1.308
H 2.440 -0.695 0.116
H -1.143 1.427 1.120
H 0.714 -1.728 -1.222
H 1.235 0.721 1.496
H -2.083 0.009 0.620
H -0.838 -0.941 -1.859
*
```

Strongest force on any atom: 0.00619 Eh/bohr
Orbital gap: 11.17 eV
E_HOMO: -10.37 eV
LUMO energy: 0.8 eV
SMILES: OCC1(CO)CO1
Energy above the lowest of the compared OMol25 structures with the same formula, charge and spin: 54.6 kcal per mole